(1)
Formula: C4H13NO3
Source: OMol25
Level of theory: wB97M-V/def2-TZVPD

Summary:
Max |F|   1.8 eV Å⁻¹
Charge   0
SMILES   CCNC(C)=O.O.O
Spin multiplicity   1
LUMO level   0.7 eV
E_HOMO   -9.8847 eV

Element x y z (Å)
C1 1.83891 0.49034 2.36653
C2 1.31868 1.38965 1.24494
N1 0.53121 0.58571 0.30186
C3 0.19929 0.90731 -0.98902
C4 0.94827 1.97063 -1.71583
O1 -0.60839 0.17632 -1.55955
H1 1.27734 0.58523 3.29068
H2 2.89636 0.64559 2.54249
H3 1.73311 -0.54656 2.04143
H4 0.80966 2.27718 1.63858
H5 2.11737 1.81679 0.63782
H6 -0.05051 -0.11321 0.73595
H7 1.33260 1.53955 -2.63885
H8 0.32881 2.81142 -2.02563
H9 1.73467 2.43185 -1.12382
O2 -2.82658 -3.97571 0.22475
H10 -3.05766 -3.21051 -0.35129
H11 -3.10043 -4.72138 -0.31971
O3 -2.76984 -1.94421 -1.50557
H12 -2.80777 -1.12227 -1.00404
H13 -1.84511 -1.99368 -1.79168


(2)
Formula: C5H11N2
Source: OMol25
Level of theory: wB97M-V/def2-TZVPD

Summary:
Max |F|   3.8 eV Å⁻¹
Charge   +1
Spin multiplicity   1
LUMO level   -4.3 eV
E_HOMO   -12.1561 eV

Element x y z (Å)
C1 0.92089 -0.28813 -1.65132
C2 0.13842 0.66323 -1.98914
C3 0.63077 1.24747 1.11577
C4 -1.51882 -1.74316 0.91060
C5 -0.36315 0.34912 0.56884
N1 1.51353 0.85781 -2.36430
N2 -0.42094 -0.86943 1.02951
H1 1.14517 -1.26145 -1.50272
H2 -0.62452 1.33351 -2.12189
H3 1.22825 1.53437 0.24272
H4 1.45981 0.92391 1.87909
H5 0.11226 2.25307 1.54466
H6 -1.82418 -2.24910 1.81321
H7 -2.42456 -1.29626 0.51214
H8 -1.29819 -2.66371 0.34767
H9 -1.18827 0.83153 -0.07707
H10 0.39315 -1.12412 1.52337
H11 2.12038 1.50135 -1.78115


(3)
Formula: C45H36BF5O4
Source: OMol25
Level of theory: wB97M-V/def2-TZVPD

Summary:
Max |F|   3.4 eV Å⁻¹
Charge   0
SMILES   COB(O)c1ccc2c(c1)C(=O)c1ccccc1C2=O.Fc1ccccc1.Fc1ccccc1.Fc1ccccc1.Fc1ccccc1.Fc1ccccc1
Spin multiplicity   1
LUMO level   -0.5 eV
E_HOMO   -9.1435 eV

Element x y z (Å)
C1 -3.89106 3.50101 -1.98239
O1 -2.62630 3.95824 -1.42115
B1 -1.99854 4.82549 -2.37074
O2 -1.89646 6.20895 -2.12452
C2 -1.47777 4.10991 -3.72043
C3 -0.63021 2.91072 -3.69094
C4 -0.22102 2.27694 -4.96111
C5 -0.65421 2.84334 -6.22281
C6 -1.50186 4.05430 -6.21108
C7 -1.93109 4.72235 -4.99654
C8 -1.96238 4.59117 -7.61047
O3 -1.95916 5.76419 -7.88973
C9 -2.37554 3.46252 -8.61711
C10 -3.53900 3.56489 -9.49274
C11 -3.78570 2.42573 -10.39091
C12 -2.91360 1.24763 -10.43487
C13 -1.75912 1.15757 -9.55438
C14 -1.51242 2.26601 -8.63725
C15 -0.31541 2.23246 -7.62515
O4 0.77292 1.80330 -7.91426
H1 -3.85272 2.38973 -2.10279
H2 -4.09765 3.93370 -2.99880
H3 -4.72677 3.80675 -1.29230
H4 -2.78068 6.60322 -2.25910
H5 -0.29513 2.43389 -2.73672
H6 0.41509 1.35846 -4.96297
H7 -2.56213 5.63848 -5.04127
H8 -4.21691 4.45278 -9.46247
H9 -4.68951 2.48175 -11.04720
H10 -3.11481 0.40466 -11.14189
H11 -1.03665 0.31061 -9.51641
F1 0.76576 1.15021 -1.88241
C16 0.69600 0.68928 -0.61480
C17 -0.06268 1.37925 0.31314
C18 -0.13925 0.90296 1.61578
C19 0.55059 -0.24877 1.97486
C20 1.31312 -0.92914 1.03298
C21 1.38278 -0.46051 -0.27290
H12 -0.58745 2.28022 0.01557
H13 -0.73643 1.42995 2.35107
H14 0.49317 -0.61649 2.99064
H15 1.85270 -1.82364 1.31622
H16 1.96480 -0.98158 -1.02329
F2 -1.75248 -1.97565 0.53744
C22 -3.05744 -1.90450 0.84662
C23 -3.84152 -3.03958 0.74461
C24 -5.18997 -2.96589 1.06962
C25 -5.73960 -1.75720 1.48201
C26 -4.94117 -0.62331 1.57529
C27 -3.59021 -0.69735 1.26114
H17 -3.39702 -3.97019 0.41369
H18 -5.81228 -3.85000 1.00088
H19 -6.79290 -1.70017 1.73118
H20 -5.37105 0.31918 1.89287
H21 -2.95055 0.17329 1.33607
F3 -0.31201 -0.64284 4.80478
C28 -0.54159 -1.87101 5.30885
C29 -0.68691 -2.94062 4.44371
C30 -0.91832 -4.20743 4.96323
C31 -1.01195 -4.38726 6.33906
C32 -0.86877 -3.30241 7.19602
C33 -0.62655 -2.03640 6.67876
H22 -0.61884 -2.77941 3.37431
H23 -1.02636 -5.05426 4.29606
H24 -1.19694 -5.37594 6.74301
H25 -0.94588 -3.44255 8.26750
H26 -0.50351 -1.18083 7.33125
F4 2.43216 -2.76277 3.37958
C34 3.46279 -3.62945 3.44242
C35 4.62332 -3.34864 2.74886
C36 5.68744 -4.23787 2.81686
C37 5.57270 -5.40035 3.56928
C38 4.39643 -5.67247 4.25924
C39 3.33575 -4.77891 4.20051
H27 4.69082 -2.44123 2.16111
H28 6.60560 -4.02459 2.28323
H29 6.40264 -6.09573 3.61826
H30 4.30617 -6.58088 4.84270
H31 2.41423 -4.96857 4.73797
F5 6.06324 -1.93722 4.47198
C40 5.84044 -0.61105 4.52412
C41 6.87985 0.23788 4.85938
C42 6.65081 1.60697 4.90783
C43 5.38412 2.10944 4.63110
C44 4.34729 1.24511 4.30040
C45 4.57635 -0.12347 4.24077
H32 7.85761 -0.17271 5.07952
H33 7.45913 2.28209 5.16178
H34 5.20606 3.17771 4.67353
H35 3.35945 1.63695 4.08879
H36 3.78207 -0.81038 3.97649


(4)
Formula: C2H9OS
Source: OMol25
Level of theory: wB97M-V/def2-TZVPD

Summary:
Max |F|   4.2 eV Å⁻¹
Charge   +2
Spin multiplicity   2
<S²>   0.77
LUMO level (spin up / spin down)   -12.6 / -16.1 eV
E_HOMO (spin up / spin down)   -20.4313 / -20.4253 eV

Element x y z (Å)
O1 0.82262 -0.33042 -0.17764
H1 1.08043 -0.69288 -1.01509
H2 2.09990 -2.92474 -1.75987
H3 1.61677 -0.72988 0.30339
C1 -0.46994 1.89940 0.67925
C2 -1.39479 0.78670 0.48298
S1 -1.70822 -0.40655 1.65578
H4 -0.77658 2.76267 -0.06918
H5 -0.60993 2.27738 1.68506
H6 0.57002 1.58248 0.56205
H7 2.00350 -3.43758 -2.33116
H8 -1.55508 0.53035 -0.57135
H9 -1.67871 -1.31693 0.55576


(5)
Formula: C44H37Cl5N4O7P2S3Tl
Source: OMol25
Level of theory: wB97M-V/def2-TZVPD

Summary:
Max |F|   2.4 eV Å⁻¹
Charge   +1
Spin multiplicity   1
LUMO level (spin up / spin down)   -4.0 / -3.8 eV
E_HOMO (spin up / spin down)   -9.9649 / -10.5292 eV

Element x y z (Å)
Tl1 -0.33163 -0.84027 0.31231
C1 2.22379 -2.87287 3.19884
C2 3.04429 -1.71335 2.66237
O1 4.38076 -1.75088 3.14324
P1 3.26108 -1.51986 0.84170
O2 4.50827 -0.55535 0.68820
O3 3.82170 -2.87735 0.25230
O4 2.10981 -1.03726 0.04236
P2 2.18361 -0.16740 3.19868
O5 3.16503 0.97257 2.51908
O6 2.25167 0.00434 4.66625
O7 0.85049 -0.12995 2.49947
H1 2.55505 -3.84055 2.82572
H2 1.17376 -2.71426 2.96167
H3 2.30673 -2.86269 4.28732
H4 4.34707 -1.56463 4.09240
H5 4.30297 0.30340 1.09380
H6 4.64589 -3.15801 0.67237
H7 3.70454 1.34718 3.22577
Cl1 0.82082 -3.84293 0.65591
C3 0.82729 -3.59321 -1.03658
C4 0.04525 -2.58873 -1.57527
C5 -0.00467 -2.42157 -2.94287
Cl2 -1.04755 -1.26773 -3.67049
C6 0.77248 -3.22608 -3.78441
Cl3 0.69878 -3.02599 -5.48593
C7 1.59956 -4.19910 -3.23060
Cl4 2.57756 -5.16457 -4.25287
C8 1.62043 -4.39995 -1.85189
Cl5 2.61182 -5.61971 -1.17515
N1 -2.00093 1.66637 1.88156
S1 -1.70992 2.96259 2.88368
N2 -2.76375 1.86849 0.84002
S2 -2.92993 3.13448 -0.09920
N3 -2.64878 2.88456 -1.59424
S3 -1.71269 1.58147 -2.17398
N4 -0.68870 1.01242 -1.29493
C9 -3.15398 0.60205 -2.65410
C10 -3.84659 0.89671 -3.81291
C11 -5.03779 0.22992 -4.06352
C12 -5.49944 -0.72634 -3.17231
C13 -4.77661 -1.02776 -2.02486
C14 -3.59564 -0.35581 -1.75911
C15 -1.01834 2.39425 -3.61839
C16 0.17520 1.88400 -4.10129
C17 0.76664 2.46937 -5.20842
C18 0.17387 3.57693 -5.79979
C19 -1.00989 4.09534 -5.29294
C20 -1.62442 3.49652 -4.20379
C21 -2.17106 4.72402 0.31924
C22 -2.54323 5.44804 1.44344
C23 -2.01025 6.71250 1.62711
C24 -1.11004 7.23174 0.70576
C25 -0.72931 6.48620 -0.40043
C26 -1.26254 5.22328 -0.59815
C27 -4.69840 3.39525 0.07971
C28 -5.47921 2.25679 0.24248
C29 -6.82221 2.39604 0.54322
C30 -7.37343 3.66250 0.68641
C31 -6.59543 4.79104 0.47697
C32 -5.25209 4.66328 0.15595
C33 -1.40380 2.10926 4.43627
C34 -1.87162 0.81221 4.57328
C35 -1.84662 0.21990 5.82405
C36 -1.38980 0.92963 6.92539
C37 -0.92661 2.22515 6.76919
C38 -0.93982 2.82806 5.52254
C39 -0.23026 3.86410 2.34660
C40 0.10078 5.01847 3.03957
C41 1.18096 5.77264 2.60710
C42 1.88139 5.39969 1.46995
C43 1.49599 4.27655 0.75501
C44 0.43003 3.50676 1.18787
H8 -3.46440 1.62814 -4.51033
H9 -5.59867 0.45739 -4.95893
H10 -6.42321 -1.24860 -3.37684
H11 -5.12363 -1.78976 -1.34098
H12 -3.01229 -0.56246 -0.87133
H13 0.63408 1.04718 -3.59626
H14 1.68793 2.06380 -5.60184
H15 0.64521 4.04452 -6.65263
H16 -1.45541 4.96624 -5.75328
H17 -2.54411 3.88777 -3.79360
H18 -3.25499 5.04183 2.14809
H19 -2.30964 7.29918 2.48371
H20 -0.71462 8.22767 0.84451
H21 -0.03284 6.89019 -1.12026
H22 -1.00828 4.63146 -1.46605
H23 -5.01823 1.28492 0.15672
H24 -7.43021 1.51430 0.68645
H25 -8.41555 3.76772 0.95302
H26 -7.02796 5.77644 0.57679
H27 -4.64963 5.54267 -0.01973
H28 -2.24281 0.28170 3.70995
H29 -2.21008 -0.79153 5.94034
H30 -1.40662 0.47278 7.90490
H31 -0.55999 2.77796 7.62136
H32 -0.57479 3.83703 5.41401
H33 -0.46436 5.33276 3.90555
H34 1.47551 6.65312 3.16081
H35 2.73438 5.97847 1.14386
H36 2.03171 3.97065 -0.13270
H37 0.15124 2.63454 0.62004


(6)
Formula: C3H4N3
Source: OMol25
Level of theory: wB97M-V/def2-TZVPD

Summary:
Max |F|   5.1 eV Å⁻¹
Charge   +1
SMILES   [H]/N=[N+]1/C=CC=N1
Spin multiplicity   1
LUMO level (spin up / spin down)   -7.1 / -8.9 eV
E_HOMO (spin up / spin down)   -16.1846 / -16.0912 eV

Element x y z (Å)
H1 -0.12438 -1.31347 2.51370
N1 -0.23859 -0.28166 2.42950
N2 -0.07240 -0.19956 0.77735
C1 -0.47449 0.91760 0.04565
C2 -0.17958 0.62133 -1.26516
C3 0.57488 -0.65849 -1.17299
N3 0.56268 -1.07455 0.12925
H2 -0.95845 1.78465 0.59955
H3 -0.32420 1.28734 -2.05838
H4 1.23455 -1.08321 -1.99847


(7)
Formula: H2N2O4P
Source: OMol25
Level of theory: wB97M-V/def2-TZVPD

Summary:
Max |F|   3.2 eV Å⁻¹
Charge   -1
Spin multiplicity   1
LUMO level (spin up / spin down)   3.7 / 3.7 eV
E_HOMO (spin up / spin down)   -4.3426 / -4.3431 eV

Element x y z (Å)
N1 1.27150 0.22423 -0.61070
N2 -1.01325 0.73501 1.15615
O1 0.21816 -2.43552 -0.49794
O2 -0.36633 1.84821 1.19452
O3 -2.07153 0.52360 1.72404
O4 -0.69701 -0.72621 -2.02187
P1 0.09427 -1.04981 -0.86393
H1 1.97694 -0.02782 0.05640
H2 0.58724 0.90831 -0.13667


(8)
Formula: CH4Br2Si
Source: OMol25
Level of theory: wB97M-V/def2-TZVPD

Summary:
Max |F|   4.9 eV Å⁻¹
Charge   0
Spin multiplicity   1
LUMO level   -0.2 eV
E_HOMO   -9.3044 eV

Element x y z (Å)
C1 0.74791 -0.04880 -0.39023
Si1 -0.97951 -0.02236 0.43206
Br1 1.94955 1.16319 0.31560
Br2 1.51514 -1.71522 -0.46603
H1 0.25067 0.59267 -1.93254
H2 -1.30636 -1.36306 0.06024
H3 -1.60787 1.19022 0.19443
H4 -0.56953 0.20337 1.78648


Results for ΔE to the lowest compared entry with this formula, charge and spin: 61.9; 553.8; 252.4; 267.9; 413.7; 356.7; 184.5; 539.5 (in kJ/mol, following the order of the records).